97
Properties=species:S:1:pos:R:3:mulliken_charge:R:1 method="wB97M-V/def2-TZVPD" charge=0 homo_lumo_gap_ev=8.9 homo_energy_ev=-8.809 spin_multiplicity=1
F -6.3192 -2.1397 -1.4269 -0.310
F 2.8643 -4.5192 -0.7286 -0.225
F -1.0204 3.8399 0.6156 -0.335
F -6.3786 4.7909 -2.5520 -0.295
F 7.1870 -2.8092 -2.0387 -0.336
F -5.5931 -3.1804 3.0109 -0.286
O 4.4658 3.0656 0.6954 -0.142
O 3.2892 1.6221 1.9895 -0.530
O 7.4374 2.9229 -1.2734 -0.528
N 7.5911 4.1355 0.6843 0.187
C -8.6584 -2.2194 4.6643 -0.327
C 4.1855 -1.7619 -0.3145 -0.707
C -2.5428 -3.1151 -0.1551 -0.601
C 2.7778 -5.8572 -0.5937 0.430
C -6.3985 -1.0389 3.5569 -0.200
C -6.7268 3.5078 -2.3189 0.158
C -7.3932 -0.2477 4.1144 -0.473
C -3.1446 5.0170 -2.0619 -0.137
C -8.0636 3.1596 -2.3482 -0.468
C -2.8933 4.0499 -3.0273 -0.817
C -8.4217 1.8384 -2.1143 -0.508
C -1.6351 3.9104 -0.5808 0.443
C 3.7345 -7.9223 0.1231 -0.443
C 9.2758 2.2913 0.0760 -1.235
C 7.2453 2.3716 2.5166 -0.458
C 3.8287 -6.5450 -0.0189 -0.291
C -4.5984 -1.9068 0.1592 0.071
C 6.4758 -0.6470 -1.4330 -0.651
C 2.6006 -8.5922 -0.3176 -0.521
C 1.6406 -6.5059 -1.0340 -0.554
C 5.5225 0.1706 -0.8421 -0.101
C 7.0590 5.3336 -0.0061 -0.844
C 5.1310 -2.5830 -0.9135 -0.353
C -6.1057 1.2598 -1.8160 -0.372
C -5.7394 2.5767 -2.0578 0.093
C -4.3198 -3.3371 -1.7629 -0.598
C -7.6713 -3.0149 4.0996 -0.510
C 2.0379 2.7735 0.3587 -1.072
C -1.3688 2.9434 -1.5308 -0.274
C 4.3795 -0.3870 -0.2801 -0.184
C -2.0062 3.0148 -2.7620 -0.292
C 8.0409 3.1237 -0.2519 0.554
C -5.0787 -2.4622 -1.0102 0.144
C 6.2642 -2.0125 -1.4609 0.354
C -3.0408 -3.6604 -1.3318 -0.345
C -7.4437 0.8894 -1.8467 -0.406
C -8.5214 -0.8373 4.6700 -0.481
C 3.3269 2.4362 1.1102 0.426
C 5.1083 3.8391 1.7550 -0.631
C 1.5557 -7.8844 -0.8979 -0.373
C -2.5152 4.9470 -0.8275 -0.522
C -3.3226 -2.2407 0.5909 -0.573
C 7.7000 1.4063 3.0879 -0.059
C -6.5536 -2.4122 3.5558 0.361
B 6.6666 3.5097 1.6132 0.353
H -9.2941 -0.2181 5.1077 0.368
H -7.7637 -4.0930 4.0780 0.409
H 4.5472 -8.4727 0.5787 0.352
H 7.6997 5.5169 -0.8813 0.329
H -1.8122 2.2603 -3.5135 0.383
H 8.3259 0.6276 3.4670 0.408
H 8.9562 1.2467 0.1892 0.245
H -9.4646 1.5504 -2.1419 0.371
H -7.2874 0.8293 4.1157 0.362
H 4.9958 -3.6530 -0.9578 0.385
H 4.7090 3.5486 2.7338 0.483
H 4.8522 4.8948 1.5726 0.174
H 0.8347 -5.9351 -1.4771 0.493
H 9.6968 2.5781 1.0469 0.331
H -4.7286 -3.7575 -2.6727 0.434
H 2.1768 2.5368 -0.7075 0.377
H -2.4322 -4.3388 -1.9157 0.368
H 6.0415 5.2240 -0.3950 0.256
H -3.3891 4.1023 -3.9884 0.363
H 3.2982 -2.1965 0.1258 0.419
H 4.7075 -6.0061 0.3118 0.440
H -8.8112 3.9157 -2.5514 0.419
H 1.2342 2.1417 0.7379 0.387
H 5.6719 1.2422 -0.8201 0.394
H 10.0196 2.3601 -0.7222 0.381
H 1.8225 3.8426 0.4670 0.412
H -1.5462 -3.3714 0.1818 0.456
H -0.6708 2.1470 -1.3061 0.403
H -5.5080 -0.5985 3.1265 0.430
H 7.1852 6.2086 0.6395 0.275
H 2.5303 -9.6670 -0.2092 0.361
H -2.7047 5.6851 -0.0588 0.428
H -5.2201 -1.2219 0.7219 0.530
H -5.3439 0.5200 -1.6034 0.349
H -7.7212 -0.1394 -1.6604 0.422
H 3.6407 0.2502 0.1830 0.145
H -9.5356 -2.6793 5.1004 0.360
H -3.8339 5.8240 -2.2697 0.390
H 7.3756 -0.2319 -1.8701 0.510
H -4.6970 2.8774 -2.0444 0.222
H 0.6735 -8.4065 -1.2447 0.354
H -2.9368 -1.8186 1.5097 0.415